1.
The following is a quantum chemistry calculation of an isolated molecule of C5H7NO2 in a non-equilibrium geometry, from OMol25.

The value obtained for the energy relative to the best compared isomer or geometry (same formula, charge and spin) is 4.110 eV. As for the SMILES: CO[C@H]1C=CNC1=O. The calculation puts the HOMO energy at -8.6 eV. As for the frontier orbital gap: 9.28 eV. Its total charge is 0. The value obtained for the strongest force on any atom is 7.46 eV/Å. The total energy comes out at -399.81453 Eh.

Last column: natural (NBO) charge in e.
CARTESIAN COORDINATES (ANGSTROEM)
C1 0.77 -1.38 -1.84  -0.294
O1 0.69 0.14 -1.52  -0.491
C2 0.28 0.11 -0.15  -0.057
C3 0.78 1.06 0.85  -0.311
C4 -0.16 1.43 1.69  0.014
N1 -1.43 0.99 1.22  -0.645
C5 -1.12 0.20 0.11  0.637
O2 -2.10 -0.38 -0.33  -0.579
H1 1.40 -1.94 -1.01  0.172
H2 -0.17 -2.01 -1.86  0.205
H3 1.10 -1.61 -2.86  0.208
H4 0.66 -0.82 0.14  0.220
H5 1.86 1.25 0.93  0.229
H6 0.00 1.96 2.80  0.229
H7 -2.55 1.00 1.82  0.461



2.
The following is a quantum chemistry calculation of an isolated molecule of C5H7NO2 in a non-equilibrium geometry, from OMol25.

The value obtained for the energy relative to the best compared isomer or geometry (same formula, charge and spin) is 6.058 eV. As for the SMILES: CC1=C[C@@]2(CO2)NO1. The calculation puts the HOMO energy at -7.5 eV. As for the frontier orbital gap: 8.42 eV. Its total charge is 0. The value obtained for the strongest force on any atom is 9.66 eV/Å. The total energy comes out at -399.74295 Eh.

Last column: natural (NBO) charge in e.
CARTESIAN COORDINATES (ANGSTROEM)
C1 -2.39 -0.08 0.36  -0.669
C2 -0.97 0.20 0.06  0.427
C3 0.33 -0.79 -0.07  -0.415
C4 1.37 0.19 0.06  0.277
C5 2.75 -0.15 -0.38  -0.110
O1 2.48 0.14 0.96  -0.505
N1 0.87 1.48 -0.15  -0.296
O2 -0.53 1.43 -0.12  -0.340
H1 -2.62 -1.04 0.58  0.235
H2 -2.91 0.08 -0.60  0.234
H3 -2.64 0.53 1.10  0.232
H4 0.18 -1.82 -0.15  0.229
H5 3.10 -1.06 -0.72  0.168
H6 3.25 0.59 -0.84  0.160
H7 1.09 2.09 0.61  0.373



3.
The following is a quantum chemistry calculation of an isolated molecule of C5H7NO2 in a non-equilibrium geometry, from OMol25.

The value obtained for the energy relative to the best compared isomer or geometry (same formula, charge and spin) is 4.874 eV. The calculation puts the HOMO energy at -8.2 eV. As for the frontier orbital gap: 8.36 eV. Its total charge is 0. The value obtained for the strongest force on any atom is 3.12 eV/Å. The total energy comes out at -399.78646 Eh.

Last column: natural (NBO) charge in e.
CARTESIAN COORDINATES (ANGSTROEM)
C1 -0.49 1.40 1.47  -0.293
C2 0.05 -0.50 -2.00  -0.415
N1 -0.01 -0.17 -0.58  -0.379
C3 -0.95 1.20 -0.09  0.773
C4 0.49 -0.80 0.37  0.503
C5 1.10 -1.68 1.12  -0.543
O1 -0.08 2.16 0.31  -0.524
O2 -1.99 1.27 -0.70  -0.681
H1 0.33 1.03 2.07  0.174
H2 -1.26 1.89 2.06  0.186
H3 0.65 0.25 -2.51  0.228
H4 0.48 -1.49 -2.15  0.209
H5 -0.97 -0.48 -2.38  0.251
H6 1.98 -1.41 1.69  0.255
H7 0.65 -2.64 1.31  0.257



4.
The following is a quantum chemistry calculation of a cluster of 2 separate species, C5H7NO2 in total in a non-equilibrium geometry, from OMol25.

The value obtained for the energy relative to the best compared isomer or geometry (same formula, charge and spin) is 9.419 eV. The calculation puts the HOMO energy (alpha / beta) at -8.3 / -8.3 eV. As for the frontier orbital gap (alpha / beta): 8.29 / 8.30 eV. Its total charge is 0. The value obtained for the strongest force on any atom is 4.48 eV/Å. The total energy comes out at -399.61942 Eh.

Last column: natural (NBO) charge in e.
CARTESIAN COORDINATES (ANGSTROEM)
C1 -2.70 -0.38 0.16  0.719
C2 -3.40 0.65 -0.26  -0.796
C3 1.27 1.03 0.52  0.162
C4 1.73 -1.40 0.23  -0.601
C5 2.24 0.02 -0.02  -0.495
N1 -0.50 2.21 -0.41  -0.114
O1 -2.01 -1.27 0.42  -0.469
O2 0.37 1.54 -0.07  -0.055
H1 -3.94 0.58 -1.22  0.265
H2 -3.43 1.68 0.16  0.278
H3 1.33 -1.45 1.36  0.216
H4 0.91 -1.75 -0.45  0.225
H5 2.50 -2.06 0.17  0.208
H6 2.40 0.30 -1.14  0.217
H7 3.22 0.30 0.54  0.240



5.
The following is a quantum chemistry calculation of an isolated molecule of C5H7NO2 in a non-equilibrium geometry, from OMol25.

The value obtained for the energy relative to the best compared isomer or geometry (same formula, charge and spin) is 4.490 eV. The calculation puts the HOMO energy (alpha / beta) at -7.1 / -8.7 eV. As for the frontier orbital gap (alpha / beta): 6.78 / 9.07 eV. Its total charge is 0. The value obtained for the strongest force on any atom is 6.00 eV/Å. The total energy comes out at -399.80055 Eh.

Last column: natural (NBO) charge in e.
CARTESIAN COORDINATES (ANGSTROEM)
C1 -1.85 0.32 0.57  0.860
C2 0.25 -1.29 -0.13  -0.546
C3 -0.51 -1.61 1.34  0.167
C4 0.36 0.21 -0.61  0.235
C5 1.61 1.05 -0.88  -0.665
N1 -0.83 0.83 -0.19  -0.631
O1 -2.95 0.86 0.49  -0.601
O2 -1.56 -0.76 1.23  -0.496
H1 1.13 -1.91 -0.23  0.222
H2 -0.57 -1.68 -0.74  0.213
H3 0.08 -1.60 2.23  0.156
H4 1.35 1.52 -1.79  0.229
H5 2.45 0.43 -0.96  0.232
H6 1.76 1.76 -0.12  0.211
H7 -0.72 1.87 -0.19  0.413



6.
The following is a quantum chemistry calculation of an isolated molecule of C5H7NO2 in a non-equilibrium geometry, from OMol25.

The value obtained for the energy relative to the best compared isomer or geometry (same formula, charge and spin) is 1.472 eV. As for the SMILES: CC(=O)[C@@H]1NCC1=O. The calculation puts the HOMO energy at -9.5 eV. As for the frontier orbital gap: 10.12 eV. Its total charge is 0. The value obtained for the strongest force on any atom is 1.21 eV/Å. The total energy comes out at -399.91146 Eh.

Last column: natural (NBO) charge in e.
CARTESIAN COORDINATES (ANGSTROEM)
C1 1.59 1.21 0.31  -0.729
C2 0.09 1.37 0.15  0.587
O1 -0.42 2.38 -0.24  -0.506
C3 -0.75 0.14 0.48  -0.281
N1 -0.13 -1.18 0.70  -0.609
C4 -0.67 -1.70 -0.57  -0.340
C5 -1.49 -0.45 -0.71  0.606
O2 -2.36 -0.07 -1.43  -0.471
H1 1.82 0.85 1.32  0.229
H2 1.96 0.49 -0.42  0.231
H3 2.08 2.17 0.14  0.246
H4 -1.42 0.43 1.30  0.242
H5 0.87 -1.21 0.81  0.369
H6 0.06 -1.81 -1.38  0.207
H7 -1.22 -2.63 -0.47  0.219



7.
The following is a quantum chemistry calculation of an isolated molecule of C5H7NO2 in a non-equilibrium geometry, from OMol25.

The value obtained for the energy relative to the best compared isomer or geometry (same formula, charge and spin) is 4.896 eV. As for the SMILES: C1O[C@H]2O[C@@H]1[C@H]1N[C@@H]21. The calculation puts the HOMO energy at -8.8 eV. As for the frontier orbital gap: 9.74 eV. Its total charge is 0. The value obtained for the strongest force on any atom is 5.00 eV/Å. The total energy comes out at -399.78565 Eh.

Last column: natural (NBO) charge in e.
CARTESIAN COORDINATES (ANGSTROEM)
C1 1.29 -0.68 0.58  -0.097
O1 0.53 0.44 1.13  -0.545
C2 0.10 1.23 0.01  0.333
O2 0.93 0.62 -1.01  -0.497
C3 0.70 -0.68 -0.70  -0.002
C4 -0.93 -0.78 -0.61  -0.110
N1 -1.51 -0.55 0.67  -0.607
C5 -1.38 0.57 -0.21  -0.138
H1 1.17 -1.85 0.99  0.196
H2 2.40 -0.59 0.50  0.207
H3 0.13 2.29 0.17  0.208
H4 0.97 -1.38 -1.44  0.214
H5 -1.45 -1.72 -1.13  0.220
H6 -0.69 -0.47 1.43  0.397
H7 -2.30 1.16 -0.59  0.222



8.
The following is a quantum chemistry calculation of a structure of composition C5H7NO2 in a non-equilibrium geometry, from OMol25.

The value obtained for the energy relative to the best compared isomer or geometry (same formula, charge and spin) is 7.377 eV. The calculation puts the HOMO energy at -9.1 eV. As for the frontier orbital gap: 8.88 eV. Its total charge is 0. The value obtained for the strongest force on any atom is 9.75 eV/Å. The total energy comes out at -399.69447 Eh.

Last column: natural (NBO) charge in e.
CARTESIAN COORDINATES (ANGSTROEM)
C1 -1.25 0.00 -0.56  0.041
C2 -0.72 0.68 0.82  -0.064
C3 0.37 -0.32 1.37  -0.542
C4 1.06 -0.37 -0.05  0.623
C5 -0.03 0.32 -0.92  -0.205
H1 -2.14 -1.24 0.77  0.433
H2 -2.13 0.30 -1.03  0.195
H3 -1.38 1.02 1.46  0.192
H4 0.15 -1.20 2.12  0.275
H5 1.13 0.57 1.90  0.259
H6 0.22 0.50 -1.90  0.212
H7 -0.29 2.41 -0.57  0.396
N1 0.06 1.55 -0.09  -0.618
O1 -1.38 -1.35 -0.33  -0.650
O2 2.31 -0.54 -0.43  -0.546